Entry 1:
{"formula": "C20H57N3O7", "method": "the ωB97M-V functional and the def2-TZVPD basis", "largest_force_ev_per_a": 2.794, "energy_ev": -40461.221, "smiles": "COC[C@H](C)N.COC[C@H](C)N.COC[C@H](C)N.CCO.CCO.CCO.CCO", "elements": ["C", "O", "C", "C", "C", "N", "H", "H", "H", "H", "H", "H", "H", "H", "H", "H", "H", "C", "O", "C", "C", "C", "N", "H", "H", "H", "H", "H", "H", "H", "H", "H", "H", "H", "C", "O", "C", "C", "C", "N", "H", "H", "H", "H", "H", "H", "H", "H", "H", "H", "H", "C", "C", "O", "H", "H", "H", "H", "H", "H", "C", "C", "O", "H", "H", "H", "H", "H", "H", "C", "C", "O", "H", "H", "H", "H", "H", "H", "C", "C", "O", "H", "H", "H", "H", "H", "H"], "coordinates": [[-3.7466, -1.5801, -0.2883], [-4.9628, -1.1233, 0.3400], [-5.7682, -2.1121, 1.0213], [-7.1809, -1.4857, 1.2716], [-7.0519, -0.4788, 2.3658], [-8.1204, -2.4713, 1.8604], [-3.2720, -0.7988, -0.8819], [-3.8228, -2.3794, -1.0254], [-3.0107, -2.0049, 0.3945], [-5.7604, -3.0024, 0.3926], [-5.3021, -2.4216, 1.9567], [-7.5934, -1.1256, 0.3291], [-6.2337, 0.2100, 2.1555], [-6.6993, -0.8057, 3.3440], [-7.9596, 0.0490, 2.6583], [-7.7050, -3.3886, 1.9382], [-8.5054, -2.2520, 2.7680], [5.3905, 3.6526, -6.0411], [4.6382, 2.6495, -5.3992], [3.3039, 2.5694, -5.9864], [2.3307, 1.6157, -5.1312], [2.6366, 0.0704, -5.2021], [0.9048, 1.8514, -5.2910], [6.3962, 3.3890, -5.7139], [5.1156, 4.5892, -5.5561], [5.4065, 3.7655, -7.1251], [2.7235, 3.4920, -5.9763], [3.4234, 2.1920, -7.0020], [2.5114, 1.8749, -4.0880], [3.1051, -0.1369, -6.1642], [1.6716, -0.4364, -5.2085], [3.2861, -0.2842, -4.4018], [0.3685, 1.1438, -4.8096], [0.5861, 1.8331, -6.2493], [-2.5909, -0.1360, 6.4567], [-2.1174, 1.1868, 6.2118], [-1.4111, 1.3939, 4.9906], [-2.2644, 1.3367, 3.6813], [-2.2517, -0.0598, 3.0220], [-1.6665, 2.2389, 2.6827], [-2.8509, -0.2321, 7.5109], [-1.9104, -0.9699, 6.2847], [-3.4678, -0.2847, 5.8265], [-0.9877, 2.3772, 5.1955], [-0.4955, 0.8565, 4.7435], [-3.2466, 1.7510, 3.9090], [-1.2835, -0.5554, 3.0920], [-2.6640, -0.0338, 2.0133], [-2.8870, -0.6089, 3.7169], [-1.4416, 3.1797, 2.9732], [-2.3973, 2.1993, 1.9866], [3.1106, -0.3646, 1.2263], [4.4353, -1.0947, 1.5179], [5.2174, -1.2497, 0.3892], [2.6004, -0.7970, 0.3657], [3.3578, 0.6587, 0.9437], [2.5234, -0.5097, 2.1331], [4.1188, -1.9821, 2.0660], [5.0054, -0.4889, 2.2222], [5.0757, -0.3644, 0.0460], [4.8396, 1.6658, -1.9472], [5.1784, 2.6027, -0.8557], [5.4629, 1.6649, 0.1998], [3.9368, 1.1229, -1.6675], [5.5780, 0.9253, -2.2543], [4.6659, 2.0662, -2.9460], [4.3189, 3.1951, -0.5420], [5.9673, 3.2818, -1.1789], [6.3850, 1.8479, 0.3941], [-0.0487, -0.1664, -1.9547], [0.2435, 0.9562, -0.8350], [0.0737, 0.5114, 0.5211], [0.1621, -1.1713, -1.5890], [0.6821, 0.1307, -2.7068], [-1.0888, -0.0506, -2.2598], [-0.4612, 1.7473, -1.0914], [1.2088, 1.4435, -0.9716], [-0.5444, 1.0860, 0.9786], [0.8043, -3.2817, 1.1632], [0.1679, -4.6052, 1.4046], [-0.4267, -4.9220, 0.1903], [0.9140, -2.7062, 2.0823], [0.1864, -2.6653, 0.5102], [1.8151, -3.3081, 0.7562], [-0.5730, -4.6456, 2.2031], [1.0347, -5.2391, 1.5916], [-1.0966, -5.5925, 0.3431]], "forces_ev_per_a": [[-0.1, -0.5, 0.1], [0.6, -0.3, -0.3], [0.2, 0.6, -1.0], [0.3, -1.7, 1.8], [1.2, 2.2, 0.6], [0.0, -1.1, -1.0], [-0.3, 0.5, 0.5], [-1.0, -0.3, -0.1], [0.0, 0.4, 0.6], [-0.6, -0.2, -0.2], [0.0, 0.2, 0.4], [0.2, 0.3, 0.1], [-0.4, 0.7, -0.4], [0.0, -1.3, -0.1], [-0.2, 0.2, -0.7], [-0.1, -0.1, -0.1], [0.3, 0.4, -0.1], [1.0, 0.2, 1.6], [-2.4, -0.5, -1.2], [-1.0, -1.6, 1.4], [1.4, -1.1, 0.7], [0.1, 1.1, -0.9], [-0.2, 1.0, -0.7], [0.3, 0.4, -0.3], [0.1, 0.4, -0.4], [-0.6, -0.5, -0.1], [0.6, 0.6, -0.1], [-0.2, 0.0, -0.2], [0.3, 0.3, 0.1], [0.1, -0.3, 0.0], [0.2, -0.3, 0.3], [-0.1, 0.0, 0.0], [0.1, 0.0, 0.2], [0.1, 0.0, -0.2], [-0.4, 0.2, -0.1], [0.9, -1.3, -0.2], [-0.4, 1.0, -0.5], [1.6, 0.7, 0.5], [-0.9, 0.5, 1.8], [0.2, -0.9, -0.5], [-0.2, 0.4, -0.1], [0.6, 0.3, -0.4], [-0.2, -0.3, 0.2], [-0.4, 0.5, -0.6], [0.0, -1.1, 0.8], [-0.4, -0.7, 0.2], [0.2, 0.4, -0.4], [0.0, -0.2, 0.1], [-0.4, -0.7, -0.5], [-0.4, 0.1, 0.1], [0.3, 0.9, -0.6], [1.0, -0.4, -0.1], [-1.5, 0.7, 1.4], [0.0, -0.6, -0.7], [-0.1, -0.3, 0.1], [-0.5, 0.2, 0.5], [-0.4, 0.7, -0.2], [0.7, -0.7, -0.5], [-0.1, 0.1, 0.5], [0.8, 0.3, -1.0], [-1.1, -0.6, -2.5], [-0.6, -0.8, -0.3], [1.1, 1.3, 0.6], [-0.1, -0.2, 0.0], [0.5, -0.1, 1.0], [-0.5, 0.8, 0.1], [0.0, 0.1, -0.1], [0.4, -0.1, 0.6], [0.1, -0.5, 0.6], [1.0, 1.7, 1.9], [-1.1, -0.8, -0.4], [0.2, -0.2, -1.1], [0.0, 0.1, -0.1], [-0.4, -0.5, -0.6], [0.2, -0.3, -0.3], [-0.2, 0.2, 0.3], [0.4, -0.5, 0.1], [0.0, 0.3, 0.3], [0.2, 1.9, 0.7], [1.2, 0.2, -0.1], [-1.0, -0.9, -1.1], [0.0, 0.0, 0.2], [0.0, 0.0, 0.0], [-0.1, -0.4, -0.3], [0.2, 0.2, 0.3], [-0.4, -0.8, 0.5], [0.0, -0.2, -0.2]]}



Entry 2:
{"formula": "C21H27AsKN3O4S2", "method": "the ωB97M-V functional and the def2-TZVPD basis", "largest_force_ev_per_a": 0.724, "energy_ev": -133711.555, "elements": ["K", "C", "C", "O", "C", "C", "C", "C", "C", "C", "O", "H", "H", "H", "H", "H", "H", "H", "O", "C", "N", "C", "O", "C", "C", "C", "C", "N", "C", "H", "H", "H", "H", "H", "H", "H", "H", "S", "C", "C", "N", "C", "H", "H", "H", "C", "As", "C", "C", "S", "H", "H", "H", "H", "H", "H", "H", "H", "H"], "coordinates": [[-0.7463, -0.0964, -1.1415], [-2.9157, 1.2444, -5.2663], [-2.0511, 1.4287, -4.0277], [-1.9701, 0.4665, -3.2642], [-1.3745, 2.7030, -3.8296], [-1.7221, 3.7772, -4.6808], [-1.1664, 5.0247, -4.5792], [-0.1883, 5.2374, -3.5928], [0.1955, 4.2294, -2.7566], [-0.3690, 2.9090, -2.8153], [0.0438, 2.0169, -2.0037], [-3.2250, 0.2027, -5.3076], [-2.3771, 1.5004, -6.1781], [-3.8048, 1.8753, -5.2183], [-2.4724, 3.6173, -5.4431], [-1.4687, 5.8226, -5.2432], [0.2733, 6.2144, -3.4989], [0.9647, 4.3904, -2.0114], [1.6996, -3.1775, 6.3317], [2.5087, -3.6685, 5.2683], [3.0729, -2.5724, 4.5583], [2.5801, -1.9423, 3.4528], [3.1916, -1.0193, 2.9404], [1.2815, -2.4112, 2.8844], [0.1363, -2.5974, 3.6447], [-1.0470, -2.8928, 2.9888], [-1.0373, -3.0002, 1.6070], [0.0583, -2.8300, 0.8676], [1.1821, -2.5288, 1.5047], [1.4069, -3.9243, 6.8655], [1.9179, -4.2740, 4.5782], [3.3223, -4.2787, 5.6682], [3.8882, -2.1218, 4.9462], [0.1636, -2.4828, 4.7209], [-1.9710, -3.0199, 3.5358], [-1.9510, -3.2127, 1.0619], [2.0611, -2.3537, 0.8934], [-3.5830, -3.8771, -3.4006], [-2.3901, -4.7808, -2.5717], [-1.6585, -3.9558, -1.7820], [-2.0117, -2.6283, -1.8309], [-3.0015, -2.4519, -2.6546], [-2.2931, -5.8453, -2.7004], [-0.8387, -4.2457, -1.1412], [-3.4105, -1.4792, -2.8879], [2.0514, 2.2522, 3.2376], [1.0678, 1.8511, 1.6351], [0.4663, 3.5125, 0.8915], [2.3934, 1.2081, 0.3994], [-0.5022, 0.5211, 1.9947], [2.8460, 2.9649, 3.0178], [2.4758, 1.3239, 3.6141], [1.3629, 2.6678, 3.9707], [1.3064, 4.1893, 0.7351], [-0.2599, 3.9603, 1.5677], [-0.0005, 3.2627, -0.0632], [3.1574, 1.9739, 0.2701], [1.9031, 1.0287, -0.5569], [2.8285, 0.2924, 0.7949]], "forces_ev_per_a": [[-0.1, -0.6, 0.4], [0.0, 0.0, 0.0], [0.1, 0.1, -0.1], [-0.1, 0.0, 0.0], [0.0, 0.1, 0.0], [0.0, 0.0, 0.0], [0.0, 0.0, 0.0], [0.0, 0.0, 0.0], [0.0, -0.1, 0.0], [0.1, -0.1, 0.1], [0.0, 0.4, -0.2], [0.0, 0.0, 0.0], [0.0, 0.0, 0.0], [0.0, 0.0, 0.0], [0.0, 0.0, 0.0], [0.0, 0.0, 0.0], [0.0, 0.0, 0.0], [0.0, 0.0, 0.0], [0.0, 0.0, 0.0], [0.0, -0.1, 0.0], [0.1, 0.1, 0.1], [-0.1, 0.1, 0.0], [0.0, -0.1, 0.0], [0.0, 0.0, 0.0], [0.0, 0.0, 0.0], [0.0, 0.0, 0.0], [0.0, 0.1, 0.0], [0.0, -0.1, -0.1], [0.0, 0.1, -0.1], [0.0, 0.0, 0.0], [0.0, 0.0, 0.0], [0.0, 0.0, 0.0], [0.0, 0.0, 0.0], [0.0, 0.0, 0.0], [0.0, 0.0, 0.0], [0.0, 0.0, 0.0], [0.0, 0.0, 0.0], [0.1, 0.0, -0.1], [-0.1, 0.0, 0.1], [0.0, 0.1, 0.0], [0.0, 0.0, -0.1], [0.0, 0.0, 0.0], [0.0, 0.0, 0.0], [0.0, 0.0, 0.0], [0.0, 0.0, 0.0], [0.0, 0.1, 0.1], [0.1, -0.1, 0.0], [-0.1, 0.1, 0.0], [-0.1, -0.1, -0.1], [-0.1, 0.1, 0.0], [0.0, 0.0, 0.0], [0.0, 0.0, 0.0], [0.0, 0.0, 0.0], [0.0, 0.0, 0.0], [0.0, 0.0, 0.0], [0.1, 0.1, 0.0], [0.0, 0.0, 0.0], [0.1, 0.1, 0.0], [0.0, 0.0, 0.1]]}



Computed LUMO level, in the same sequence as the records: 0.60; 0.34 eV.
Computed relative energy (zero: lowest compared OMol25 entry of this formula, charge and spin), in the same sequence as the records: 363.1; 0.0 kJ/mol.